The following is a quantum chemistry calculation of a structure of composition C43H46BGeN8O3S4Tl in a non-equilibrium geometry, from OMol25.

Charge ... -1
Highest occupied orbital energy (spin up / spin down) ... -0.1448 / -0.1468 hartree
HOMO-LUMO gap (spin up / spin down) ... 0.2159 / 0.1872 hartree
Total energy ... -168632.8766 eV
2S+1 ... 2

Atoms and positions in Å:
Tl 0.94584 -0.62109 0.41617
C 4.10267 0.12862 -3.07100
N 3.09053 -0.86382 -3.35101
C 2.44671 -1.01642 -4.56238
C 1.66209 -2.10331 -4.44747
N 1.81979 -2.64182 -3.18708
B 1.28619 -4.11085 -2.93040
N 1.31280 -4.46550 -1.42949
C 2.22258 -5.30795 -0.83524
C 1.98089 -5.33482 0.48889
N 0.90770 -4.48882 0.71121
C 0.32366 -4.20406 2.00112
C 0.51424 -3.95591 -0.47620
S -0.76874 -2.85651 -0.70156
C 2.68365 -1.86098 -2.50118
S 3.22664 -1.97640 -0.88056
H 4.94778 0.00237 -3.75169
H 4.43382 -0.02160 -2.04641
H 3.68996 1.13190 -3.17509
H 2.58787 -0.33052 -5.38043
H 0.98291 -2.54206 -5.15794
H 2.04975 -4.87391 -3.48761
H 0.16237 -4.16335 -3.35734
H 2.98031 -5.80679 -1.41237
H 2.47723 -5.85295 1.29035
H 0.83297 -4.80371 2.75274
H -0.73656 -4.44517 1.99872
H 0.43488 -3.14749 2.24896
O -1.36911 -0.48353 -3.79924
C -0.77262 0.43225 -4.57084
C -1.26539 0.60703 -5.86829
C -0.67639 1.51221 -6.72779
C 0.41864 2.26567 -6.31241
C 0.90126 2.11189 -5.02510
C 0.31740 1.21315 -4.13238
C 0.85373 1.04296 -2.74509
O 0.28306 0.18768 -1.98941
N 1.88450 1.81684 -2.46773
N 2.46715 1.57033 -1.26300
C 3.55199 2.17613 -1.06706
S 4.48679 1.90844 0.39663
C 6.02311 2.57035 -0.30686
C 5.63267 3.79963 -1.10176
S 4.29571 3.31578 -2.23601
H -0.85934 -0.50241 -2.94402
H -2.11204 0.00519 -6.17496
H -1.06535 1.63109 -7.73254
H 0.88925 2.96334 -6.99429
H 1.74803 2.69121 -4.68316
H 6.47937 1.81677 -0.94838
H 6.69290 2.79810 0.52299
H 6.46066 4.17970 -1.70083
H 5.25676 4.58281 -0.44442
C 3.64496 1.19068 4.45215
C 2.25715 1.12775 3.85456
O 1.67562 0.06848 3.71452
N 1.68584 2.33595 3.58652
C 0.27369 2.49226 3.26161
C -0.09691 2.89882 1.84508
C -0.20028 4.24986 1.53456
C -0.66872 4.62885 0.28646
C -1.04042 3.64676 -0.60884
C -0.90647 2.32205 -0.22539
N -0.44035 1.94456 0.96584
H 4.24740 0.38939 4.02870
H 3.55075 1.01229 5.52487
H 4.13630 2.14981 4.28909
H 2.27056 3.15179 3.58438
H -0.15380 3.23085 3.94325
H -0.17968 1.52494 3.43641
H 0.07189 4.99608 2.27222
H -0.75252 5.67702 0.02668
H -1.43157 3.89640 -1.58586
H -1.19035 1.51682 -0.89016
C -1.31993 -0.91532 4.84248
Ge -1.77793 -0.99882 2.88381
C -3.09606 -2.53890 2.93757
C -3.31660 -3.36855 1.83886
C -4.14134 -4.48373 1.92897
C -4.76917 -4.78972 3.12819
C -4.57152 -3.96804 4.22848
C -3.74000 -2.85887 4.13371
C -2.95865 0.59881 2.64262
C -3.08499 1.52193 3.64931
C -3.80119 2.72564 3.46835
C -4.40023 2.99447 2.27068
C -4.31029 2.06807 1.20274
C -4.93146 2.31152 -0.04716
C -4.80183 1.42470 -1.07904
C -4.03680 0.25055 -0.91428
C -3.43923 -0.01448 0.28503
C -3.56659 0.87337 1.38357
H -2.22291 -0.82350 5.44809
H -0.65042 -0.09089 5.07576
H -0.80816 -1.84109 5.11114
H -2.81587 -3.16397 0.90240
H -4.26670 -5.12636 1.06527
H -5.40345 -5.66521 3.20540
H -5.05838 -4.19590 5.17008
H -3.59786 -2.23972 5.01111
H -2.62766 1.33108 4.61377
H -3.86723 3.43335 4.28623
H -4.94276 3.92081 2.11766
H -5.51391 3.21902 -0.16578
H -5.27908 1.62583 -2.03055
H -3.92034 -0.43561 -1.74435
H -2.83782 -0.91153 0.40346

---

The following is a quantum chemistry calculation of a structure of composition C43H46Br2Cl2N4OSSn in a non-equilibrium geometry, from OMol25.

Charge ... +2
Highest occupied orbital energy ... -0.4572 hartree
HOMO-LUMO gap ... 0.2445 hartree
Total energy ... -235131.0877 eV

Atoms and positions in Å:
Sn 1.16839 0.64443 -0.50022
Cl 0.53139 2.88395 1.59927
C -0.37954 3.85426 0.47754
C -1.35039 4.66469 1.06597
C -2.05571 5.55224 0.29039
C -1.87239 5.56138 -1.09175
C -0.97604 4.67697 -1.64421
Cl -0.75669 4.59186 -3.36736
C -0.17276 3.80380 -0.90081
S 1.03487 2.79520 -1.72657
H -1.45916 4.65683 2.13204
H -2.73911 6.22514 0.76457
H -2.41199 6.24900 -1.70720
C -0.58042 -5.09810 3.38551
C -0.94724 -3.64870 3.71967
C -2.49596 -3.53692 3.79017
C -0.32882 -3.14746 5.04186
C -0.39456 -2.74481 2.66188
C 0.89507 -2.87937 2.13759
C 1.31316 -2.01765 1.13593
N 0.50015 -1.06884 0.65860
C -0.72075 -0.91972 1.15625
C -1.18977 -1.70514 2.17408
C -1.57116 -0.01146 0.42457
C -2.93820 0.06951 0.63857
C -3.70428 0.71972 -0.34558
C -3.04227 1.31667 -1.43449
C -1.68634 1.28168 -1.49032
N -0.96646 0.59758 -0.58059
C -5.22408 0.66912 -0.31523
C -5.73483 -0.18947 0.81975
C -5.70498 0.08482 -1.64550
C -5.73361 2.11643 -0.14794
H -1.04443 -5.76917 4.12574
H 0.50859 -5.29607 3.36782
H -0.95130 -5.40068 2.39715
H -2.83398 -4.28665 4.49742
H -2.93238 -3.71642 2.80263
H -2.78980 -2.56899 4.18627
H -0.64933 -3.76656 5.86973
H -0.63208 -2.12231 5.23570
H 0.76730 -3.20300 5.00986
H 1.54285 -3.65377 2.47764
H 2.31328 -2.06143 0.74449
H -2.17319 -1.53573 2.56089
H -3.40711 -0.37642 1.49653
H -3.60210 1.81799 -2.18824
H -1.11678 1.77158 -2.25764
H -5.34943 -1.22263 0.74337
H -6.82014 -0.25285 0.80803
H -5.46741 0.18583 1.81248
H -5.26600 -0.89712 -1.78494
H -5.43352 0.72441 -2.49926
H -6.78824 -0.03746 -1.62062
H -5.30466 2.59633 0.74068
H -6.82079 2.07884 0.00941
H -5.53097 2.73483 -1.04237
C -1.77876 -2.68344 -1.45075
C -0.76537 -2.48142 -2.54951
C -0.82778 -3.37614 -3.68398
C 0.07609 -3.26712 -4.68405
C 1.10795 -2.29855 -4.57692
C 2.13791 -2.10978 -5.53741
Br 2.21495 -3.05408 -7.14752
C 3.13036 -1.22207 -5.30128
C 3.11885 -0.47925 -4.09127
Br 4.61485 0.68163 -3.97802
C 2.16042 -0.59072 -3.10963
O 2.22049 0.05906 -1.95950
C 1.09860 -1.51920 -3.35698
N 0.15287 -1.58980 -2.39711
H -2.59050 -3.31233 -1.76987
H -2.16831 -1.72776 -1.07607
H -1.27025 -3.18984 -0.60462
H -1.58517 -4.13606 -3.77264
H 0.02960 -3.94351 -5.54227
H 3.93293 -1.09685 -6.01292
C 4.31117 3.66664 -0.54612
N 5.25069 2.49285 -0.78720
C 6.56452 2.63313 -0.05598
C 4.68424 1.09937 -0.60679
C 4.15044 0.85130 0.78634
C 5.07162 0.64977 1.84030
C 4.60294 0.46105 3.12159
C 3.23693 0.54375 3.37705
C 2.35231 0.70195 2.34224
C 2.74933 0.80383 0.99196
H 4.82880 4.60529 -0.71980
H 3.93975 3.63036 0.47888
H 3.46514 3.59822 -1.21456
H 5.46964 2.49890 -1.78066
H 6.45399 2.65987 1.01450
H 7.04393 3.56844 -0.36028
H 7.21300 1.80058 -0.32716
H 5.50307 0.40703 -0.85484
H 3.91434 0.96992 -1.35004
H 6.13799 0.62287 1.62258
H 5.29466 0.25179 3.92939
H 2.89811 0.35730 4.38057
H 1.32972 0.67279 2.65119

---

It is found that the ΔE to the lowest compared entry with this formula, charge and spin values, taken in the order of the records, are 20.1; 0.0 kcal per mole.